# 1
Formula: C30H30BF3O2S
Source: the OMol25 dataset
Level of theory: ωB97M-V with the def2-TZVPD basis set

ORCA input file:
```
! wB97M-V def2-TZVPD RIJCOSX def2/J DEFGRID3
* xyz 0 1
C -1.02211 2.57607 4.41834
C -1.01148 1.54437 3.31106
C -2.06080 1.92452 2.27310
O 0.30491 1.59621 2.69683
B 0.53228 0.30743 2.27848
C 1.16571 -0.06335 0.69912
C 1.26191 0.95303 -0.39190
C 0.53259 2.14450 -0.32840
C 0.73694 3.16625 -1.25566
C 1.73969 3.05833 -2.22183
C 2.47524 1.88050 -2.25677
F 3.43517 1.72693 -3.23144
C 2.27288 0.83729 -1.36077
C 1.39773 -1.52328 0.47103
C 1.59379 -2.07666 -0.80183
C 1.92646 -3.42091 -0.93433
F 2.11406 -3.94639 -2.20073
C 2.08634 -4.28300 0.14379
C 1.94890 -3.69876 1.40519
F 2.13466 -4.49015 2.51479
C 1.63402 -2.35802 1.58622
O -0.24129 -0.66119 2.86710
C -1.14558 0.02600 3.76037
C -0.66551 -0.21305 5.18592
C -2.50855 -0.62009 3.59534
H -1.97828 2.55497 4.95589
H -0.20636 2.41106 5.12937
H -0.90390 3.57640 3.98619
H -3.06663 1.95942 2.71832
H -1.84531 2.92579 1.87485
H -2.07406 1.21922 1.42734
H 2.06781 0.21673 1.34925
H -0.18009 2.27407 0.48551
H 0.11024 4.05703 -1.21283
H 1.93756 3.84811 -2.94224
H 2.92864 -0.03003 -1.39955
H 1.47329 -1.45324 -1.68639
H 2.31561 -5.33261 0.01097
H 1.59460 -1.96697 2.59955
H -1.40079 0.17343 5.90208
H -0.56017 -1.29148 5.35672
H 0.30496 0.26453 5.37102
H -3.25542 -0.10776 4.21666
H -2.84068 -0.61496 2.54979
H -2.45131 -1.66697 3.92122
C -3.64466 1.40465 -0.70770
C -2.52075 0.58882 -1.21650
C -2.20456 -0.72016 -0.86990
C -1.18121 -1.27001 -1.68081
C -0.60290 -0.35054 -2.54639
C 0.22865 -0.61329 -3.70178
C 0.74192 -1.90701 -3.95084
C 1.73530 -2.09348 -4.90710
C 2.16788 -1.01785 -5.68691
C 1.57192 0.24283 -5.53240
C 0.56903 0.42799 -4.59016
S -1.49468 1.16039 -2.47334
H -4.31357 0.77830 -0.10677
H -3.27666 2.23307 -0.08985
H -4.21694 1.84134 -1.53607
H -2.75077 -1.27753 -0.10894
H -0.88703 -2.31659 -1.64965
H 0.37170 -2.75068 -3.36666
H 2.17681 -3.08341 -5.03540
H 2.95890 -1.15923 -6.42437
H 1.89801 1.08413 -6.14764
H 0.06595 1.39491 -4.50757
*
```

For the energy relative to the best compared isomer or geometry (same formula, charge and spin), the calculation gives 7.9 kcal per mole. Its SMILES is CC1(C)OB([C@H](c2cccc(F)c2)c2cc(F)cc(F)c2)OC1(C)C.Cc1ccc(-c2ccccc2)s1. As for the lowest unoccupied orbital energy: 0.379 eV. The calculation puts the orbital gap at 8.026 eV.

---

# 2
Formula: C30H30BF4IrN4O5PS
Source: the OMol25 dataset
Level of theory: ωB97M-V with the def2-TZVPD basis set

ORCA input file:
```
! wB97M-V def2-TZVPD RIJCOSX def2/J DEFGRID3
* xyz 1 5
Ir 0.25695 -1.53609 -0.12218
O -2.49085 -3.28715 -0.05501
N -1.61729 -2.67160 -0.98804
C -2.01116 -2.65000 -2.24403
C -1.33573 -2.13175 -3.36457
C -1.54674 -2.79207 -4.57372
C -0.97972 -2.35284 -5.75065
C -0.17587 -1.22507 -5.74174
C -0.01522 -0.50016 -4.58829
C -0.57278 -0.96192 -3.36805
P -0.25751 -0.07731 -1.78253
C -1.89177 0.63883 -1.43814
C -2.56273 1.20054 -2.56397
C -3.88699 1.75870 -2.35180
C -4.53326 1.49819 -1.22135
C -3.86445 0.93743 -0.12477
C -2.55308 0.49815 -0.24210
C 0.87473 1.19920 -2.20549
C 2.20865 0.80878 -2.36148
C 3.16975 1.75897 -2.79945
C 2.76715 3.07046 -3.02507
C 1.47346 3.49166 -2.84335
C 0.52909 2.55159 -2.45739
H -3.03467 -4.00576 -0.43060
H -2.93331 -3.17185 -2.46438
H -2.13277 -3.68245 -4.52265
H -1.29323 -2.80676 -6.71589
H 0.20384 -0.76879 -6.65566
H 0.52143 0.41629 -4.56403
H -2.12755 1.29775 -3.52887
H -4.29346 2.23293 -3.27015
H -5.58195 1.69347 -1.13819
H -4.41547 0.77538 0.76000
H -2.10902 -0.02362 0.61274
H 2.53320 -0.20715 -2.12651
H 4.21664 1.51329 -2.91396
H 3.56580 3.82449 -3.27617
H 1.18068 4.51431 -3.18286
H -0.50409 2.94448 -2.34286
N 0.18689 0.00284 1.63115
C 0.71537 1.01028 1.84579
N 1.31201 2.15367 1.97098
C 2.66594 2.28060 2.52122
C 2.67750 3.51211 3.51301
O 2.06726 4.65302 2.95228
C 0.68569 4.35252 2.64818
C 0.45709 3.33008 1.60390
H 3.44565 2.49855 1.73490
H 2.97675 1.47837 3.12101
H 3.75601 3.73588 3.70340
H 2.13436 3.28134 4.43528
H 0.24603 5.27241 2.27533
H 0.20572 3.98114 3.61615
H 0.63778 3.72239 0.61334
H -0.59798 3.03685 1.66320
F 1.10601 -3.06070 -1.67843
B 2.46248 -3.12635 -1.19114
F 3.37025 -3.06627 -2.16156
F 2.61219 -4.20882 -0.36713
F 2.63959 -1.95831 -0.28172
N 0.61920 -3.29363 1.24287
C 0.30931 -2.88413 2.55515
C 1.30621 -2.30654 3.27061
C 1.09643 -1.81794 4.59203
C -0.23227 -1.67956 4.97624
C -1.27848 -2.34237 4.29254
C -0.97437 -2.94939 3.08076
S -0.71229 -0.68183 6.43112
O 0.17141 0.39701 6.62017
O -2.11351 -0.43611 6.15826
O -0.66438 -1.55311 7.62533
H 0.13660 -4.08705 0.82605
H 1.61574 -3.41725 1.13836
H 2.30961 -2.48634 2.97283
H 1.94095 -1.45624 5.11962
H -2.30314 -2.25046 4.41933
H -1.77030 -3.40918 2.48281
*
```

For the energy relative to the best compared isomer or geometry (same formula, charge and spin), the calculation gives 19.2 kcal per mole. As for the lowest unoccupied orbital energy (spin up / spin down): -3.382 / -6.004 eV. The calculation puts the orbital gap (spin up / spin down) at 6.821 / 5.601 eV.

---

# 3
Formula: C30H30BrCaN4O7
Source: the OMol25 dataset
Level of theory: ωB97M-V with the def2-TZVPD basis set

ORCA input file:
```
! wB97M-V def2-TZVPD RIJCOSX def2/J DEFGRID3
* xyz -1 1
Ca -0.53035 -0.37576 -0.48661
O 0.83330 -2.27565 3.20101
C 0.75124 -1.81624 2.06127
O -0.15120 -1.03349 1.62472
C 1.93496 -2.14463 1.10546
C 2.54038 -0.87975 0.47674
C 3.98335 -1.14625 0.02996
C 3.76175 -2.01025 -1.23791
C 2.23172 -2.09254 -1.27414
O 1.86212 -0.77428 -0.80290
C 1.72425 -3.03502 -0.16804
C 0.30975 -3.54591 -0.51464
O 0.15529 -4.75910 -0.64771
O -0.55772 -2.63635 -0.70726
H 2.67653 -2.62533 1.74229
H 2.37781 0.03493 1.03798
H 4.55691 -1.65475 0.80401
H 4.48830 -0.20989 -0.21233
H 4.21695 -2.99763 -1.17380
H 4.14484 -1.51139 -2.12904
H 1.78375 -2.25608 -2.25239
H 2.36807 -3.91130 -0.10479
Br -4.42945 2.59109 4.38136
C -3.66305 2.33412 2.65751
C -3.00064 3.40667 2.03503
C -2.41960 3.23978 0.81173
C -2.42170 1.97908 0.11221
O -1.77919 1.83161 -0.96120
C -3.18081 0.92156 0.75726
C -3.45019 -0.33416 0.10675
N -2.97273 -0.60907 -1.05115
C -3.24721 -1.74447 -1.79208
C -4.32734 -2.57476 -1.62125
C -4.52104 -3.69876 -2.44750
C -3.65006 -3.97678 -3.45944
C -2.54518 -3.12301 -3.69430
C -1.62349 -3.35692 -4.73753
C -0.58628 -2.49071 -4.92480
C -0.46654 -1.39323 -4.04791
N -1.28621 -1.15010 -3.06003
C -2.33402 -1.99864 -2.86926
C -3.75939 1.12782 2.02450
H -2.95147 4.36484 2.53875
H -1.89410 4.05422 0.32741
H -4.09242 -1.03682 0.65539
H -5.04249 -2.36693 -0.83553
H -5.37119 -4.34467 -2.26724
H -3.78378 -4.84430 -4.09421
H -1.75388 -4.22585 -5.37194
H 0.14307 -2.63205 -5.71103
H 0.35804 -0.69643 -4.17439
H -4.28788 0.30628 2.49477
C 2.33288 3.22735 -0.80310
N 2.23887 3.16274 0.63849
C 3.03759 4.11553 1.37711
C 3.16956 3.68538 2.82284
C 1.78526 3.43089 3.38264
N 1.07101 2.48333 2.55427
C 0.00667 1.73079 3.20636
C 1.24975 2.39195 1.20720
O 0.57651 1.63591 0.51302
H 3.33169 2.93131 -1.13658
H 2.13672 4.24564 -1.15508
H 1.59557 2.55934 -1.23669
H 2.59533 5.12082 1.31888
H 4.02078 4.17323 0.90160
H 3.68295 4.45411 3.40178
H 3.75720 2.76612 2.87943
H 1.22592 4.37344 3.46384
H 1.84886 3.01032 4.38794
H 0.42605 1.06083 3.95986
H -0.51390 1.11803 2.48116
H -0.69709 2.42016 3.68128
*
```

For the energy relative to the best compared isomer or geometry (same formula, charge and spin), the calculation gives 26.3 kcal per mole. As for the lowest unoccupied orbital energy: 2.279 eV. The calculation puts the orbital gap at 6.801 eV.

---

# 4
Formula: C30H30BrF5IrN6O2
Source: the OMol25 dataset
Level of theory: ωB97M-V with the def2-TZVPD basis set

ORCA input file:
```
! wB97M-V def2-TZVPD RIJCOSX def2/J DEFGRID3
* xyz 2 6
Ir -0.62512 -1.80771 0.33235
O -1.41881 -3.82719 6.25262
C -1.30104 -3.32084 5.03472
C -1.67431 -2.01582 4.69334
C -1.49979 -1.59618 3.40005
N -0.98162 -2.38731 2.44647
C -0.64814 -3.64128 2.78500
Br 0.01291 -4.64228 1.33999
C -0.77930 -4.15980 4.04297
H -1.78061 -3.19164 6.88463
H -2.09223 -1.34294 5.42983
H -1.77359 -0.59732 3.08991
H -0.49588 -5.17519 4.27644
C 1.60205 2.36997 -3.77373
C 0.99215 3.41321 -2.88208
C 0.64463 4.67349 -3.36083
C 0.08385 5.63053 -2.52906
C -0.13378 5.35623 -1.18562
C 0.21588 4.11526 -0.68068
C 0.76135 3.15758 -1.53000
N 1.11471 1.87696 -0.98797
C 0.23102 0.93527 -0.61465
N -1.07040 1.24409 -0.80687
C -2.27071 0.60362 -0.47274
C -2.31341 -0.68050 0.11047
C -3.59081 -1.20530 0.42595
C -4.74374 -0.51596 0.14818
C -4.65599 0.74369 -0.45722
C -3.43987 1.32587 -0.77335
C -3.38620 2.68901 -1.40819
N 0.66511 -0.22358 -0.11320
C 2.09017 -0.32926 0.08514
C 2.65112 0.27077 1.35279
C 4.14898 0.22628 1.39924
C 4.88099 -0.42052 0.45808
C 4.27318 -1.03968 -0.64290
C 2.86597 -0.94795 -0.84536
C 2.28224 -1.53300 -2.10178
H 1.63100 2.71415 -4.80488
H 1.03506 1.43678 -3.74417
H 2.62787 2.14165 -3.47417
H 0.81756 4.90469 -4.40406
H -0.17531 6.60073 -2.93067
H -0.55204 6.10939 -0.53219
H 0.08751 3.88389 0.37030
H 2.07662 1.56885 -1.05666
H -1.19155 2.15553 -1.23218
H -3.64944 -2.18051 0.89738
H -5.71257 -0.93062 0.39012
H -5.56452 1.28867 -0.68084
H -4.38984 3.06037 -1.59945
H -2.86016 2.67334 -2.36786
H -2.88710 3.41606 -0.76182
H 2.32870 1.32034 1.44247
H 4.63720 0.74097 2.21407
H 5.95908 -0.43783 0.54535
H 4.87285 -1.56008 -1.37605
H 3.05736 -1.65736 -2.85545
H 1.49498 -0.90398 -2.52049
H 1.84510 -2.51068 -1.89443
F 0.72487 0.09396 2.70902
C 1.99245 -0.40270 2.57291
F 1.87301 -1.74076 2.38202
C 2.67712 -0.19609 3.94348
F 3.81707 -0.87323 4.01339
F 2.92182 1.10203 4.13333
F 1.86866 -0.62659 4.91221
N -0.57084 -3.86917 -3.47268
C -1.05056 -3.11827 -2.48037
N -2.12809 -2.35687 -2.69438
O -0.44409 -3.15133 -1.36298
H -1.02167 -3.93761 -4.36871
H 0.23396 -4.44517 -3.29215
H -2.66988 -2.44887 -3.53729
H -2.55312 -1.89430 -1.90409
*
```

As for the lowest unoccupied orbital energy (spin up / spin down): -4.489 / -8.062 eV. The calculation puts the orbital gap (spin up / spin down) at 7.598 / 5.912 eV.